1.
DFT (wB97M-V/def2-TZVPD) results for a 3-piece molecular cluster, C4H16N2O2 overall.

The geometry in XYZ format:
```
24
C4H16N2O2 wB97M-V/def2-TZVPD
C 0.1359 0.4209 1.0832
C 1.0783 -0.5002 0.2984
C 0.3856 -1.4700 -0.6274
C -0.2816 -2.5557 -0.3052
N 0.4285 -1.1067 -2.0767
N 0.6102 0.6770 2.4914
H 0.0260 1.4005 0.6241
H -0.8772 0.0423 1.1628
H 1.7544 0.1225 -0.2893
H 1.7937 -1.0442 0.9265
H -0.7200 -3.2166 -1.0418
H -0.3976 -2.9437 0.6899
H 1.3216 -1.2719 -2.5490
H 0.2178 -0.1055 -2.1797
H -0.2938 -1.6207 -2.5818
H 0.2550 1.6018 2.8145
H 0.3477 -0.0754 3.1241
H 1.6289 0.7594 2.5127
H -1.7287 2.6380 3.5562
H -1.2591 3.6531 2.4700
O -1.1541 2.7473 2.7871
H -1.3906 1.2386 -3.9238
H -1.0738 0.1297 -4.9164
O -0.8068 0.4795 -4.0499
```

relative energy (zero: lowest compared OMol25 entry of this formula, charge and spin)	59.84	kJ/mol
total charge	+2
energy	-421.394833	a.u.
orbital gap	12.02	eV

These are the natural (NBO) partial charges, in e, on atoms 1 to 2:
1. C -0.219
2. C -0.498

2.
DFT (wB97M-V/def2-TZVPD) results for C4H16N2O4S as an isolated structure.

The geometry in XYZ format:
```
27
C4H16N2O4S wB97M-V/def2-TZVPD
C 1.1976 1.5993 0.0712
N 2.6058 1.9205 -0.1914
C 0.8790 0.1345 -0.0977
C 1.1998 -0.4929 -1.4520
S 2.9282 -0.9302 -1.8748
N -0.5383 -0.0179 0.3762
C -1.5045 -1.0760 -0.0714
O -2.7494 -0.4814 -0.0225
H 0.5829 2.2295 -0.5741
H 0.9749 1.9858 1.0702
H 2.7407 2.0779 -1.1730
H 3.2094 1.2370 0.2304
H 1.4253 -0.4766 0.6344
H 0.6494 -0.0004 -2.2728
H 0.6067 -1.4149 -1.4749
H -1.1035 0.7700 0.1534
H -1.4417 -1.4433 -1.1063
H -1.4344 -1.8780 0.6448
H -0.0246 -2.8875 0.2797
H 0.8784 -2.2146 1.3463
O 0.5965 -3.0593 0.9948
H -1.8717 0.3885 2.7440
H -0.5473 -0.1556 2.3873
O -1.0118 0.2398 3.1573
H -2.5874 1.6812 -2.0004
H -2.8372 0.5834 -0.7097
O -2.8229 1.6813 -1.0691
```

relative energy (zero: lowest compared OMol25 entry of this formula, charge and spin)	80.72	kJ/mol
total charge	-2
energy	-970.612417	a.u.
orbital gap	5.84	eV

These are the natural (NBO) partial charges, in e, on atoms 1 to 2:
1. C -0.220
2. N -0.870

3.
DFT (wB97M-V/def2-TZVPD) results for a 4-piece molecular cluster, C4H16N2O5 overall.

The geometry in XYZ format:
```
27
C4H16N2O5 wB97M-V/def2-TZVPD
C -1.3233 0.8753 0.7185
N -0.1427 1.5302 1.2482
C -1.1424 -0.3978 -0.2735
C -2.5920 -0.7541 -0.8417
N -0.5393 -1.6603 0.3545
C 0.1889 -2.4559 -0.4188
O 0.4116 -1.9298 -1.7064
O 0.5832 -3.5003 -0.1043
H -2.0046 1.6257 0.1593
H -1.8190 0.4409 1.5494
H -0.0258 2.4726 1.4510
H 0.1775 1.0599 2.0252
H -0.3946 0.0821 -1.0929
H -2.4731 -1.0696 -1.8125
H -3.1993 0.2037 -0.7527
H -2.8367 -1.7134 -0.3443
H -0.8789 -1.7432 1.2381
H 0.9830 -2.5696 -2.1050
H 1.7199 0.8403 -0.1438
H 3.1242 1.4957 -0.1905
O 2.6518 0.6921 -0.0884
H 0.8902 2.4065 -1.0285
H 0.8133 2.4850 -2.4706
O 1.1176 3.0022 -1.7454
H 1.7755 -1.0536 2.3691
H 2.5802 -0.1392 1.4994
O 2.3548 -0.2254 2.5069
```

relative energy (zero: lowest compared OMol25 entry of this formula, charge and spin)	244.88	kJ/mol
energy	-647.676795	a.u.
orbital gap	10.15	eV
SMILES	C[C@@H](CN)NC(=O)O.O.O.O

These are the natural (NBO) partial charges, in e, on atoms 1 to 2:
1. C -0.221
2. N -0.887

4.
DFT (wB97M-V/def2-TZVPD) results for a 4-piece molecular cluster, C4H16N2O5 overall.

The geometry in XYZ format:
```
27
C4H16N2O5 wB97M-V/def2-TZVPD
O 1.2403 -0.3963 -0.4438
C 0.5435 0.5884 -0.3379
O 0.9789 1.8526 -0.3001
C -1.1311 0.6080 -0.0997
C -1.3460 -0.5863 0.8429
C -1.0639 -0.3243 2.3508
N 0.2672 -0.0869 2.8217
N -1.5532 0.5662 -1.5242
H 0.9451 2.3768 -1.2316
H -1.4499 1.5083 0.4337
H -2.4821 -1.0197 0.9202
H -0.7244 -1.3395 0.4684
H -1.3335 -1.3530 2.9225
H -1.7385 0.4724 2.8755
H 0.6890 0.9077 2.7657
H 0.9501 -0.6689 2.3707
H -1.0813 -0.2250 -2.1083
H -2.4529 0.2276 -1.5230
H 0.1362 2.6476 -3.6007
H -0.6985 2.1716 -2.2903
O 0.1119 2.5381 -2.6046
H 0.5701 -1.4705 -2.4206
H 1.7001 -0.9503 -3.2128
O 0.7629 -1.0346 -3.3156
H 2.8552 -1.8326 2.7389
H 2.8581 -2.6223 1.2851
O 2.4465 -2.5550 2.2172
```

relative energy (zero: lowest compared OMol25 entry of this formula, charge and spin)	302.38	kJ/mol
energy	-647.654894	a.u.
orbital gap	9.35	eV
SMILES	NCC[C@H](N)C(=O)O.O.O.O

These are the natural (NBO) partial charges, in e, on atoms 1 to 2:
1. O -0.617
2. C 0.846

5.
DFT (wB97M-V/def2-TZVPD) results for a 5-piece molecular cluster, C4H16N2O6 overall.

The geometry in XYZ format:
```
28
C4H16N2O6 wB97M-V/def2-TZVPD
O -0.2633 1.7731 -0.2207
C 0.1975 1.2666 0.7955
N 1.5565 1.0877 0.9551
C 2.4951 1.4589 -0.0146
O 3.6546 1.1897 0.1465
C -0.6970 0.8709 1.9669
N -0.3442 -0.3236 2.6977
C -0.4434 -1.5636 1.9135
H 1.8978 0.5673 1.7500
H 2.0823 1.9852 -0.8771
H -0.7292 1.7155 2.6596
H -1.7012 0.7490 1.5520
H 0.5326 -0.2573 3.1914
H -0.3376 -2.3977 2.6037
H 0.3059 -1.6395 1.1236
H -1.4296 -1.5754 1.4504
H -1.1175 -2.0456 -1.7594
H -0.8864 -0.7049 -2.4628
O -1.5830 -1.3638 -2.2533
H 0.2122 1.1367 -1.8186
H 0.0280 1.0454 -3.3818
O 0.4047 0.5971 -2.6232
H -2.7772 -0.3385 -1.2865
H -2.5824 0.9937 -0.5148
O -3.2480 0.3060 -0.7054
H 2.2573 -1.9370 -1.5777
H 1.1583 -0.9180 -1.9445
O 1.3569 -1.6779 -1.3656
```

relative energy (zero: lowest compared OMol25 entry of this formula, charge and spin)	14.92	kJ/mol
energy	-722.995009	a.u.
orbital gap	9.74	eV
SMILES	CNCC(=O)NC=O.O.O.O.O

These are the natural (NBO) partial charges, in e, on atoms 1 to 2:
1. O -0.658
2. C 0.709

6.
DFT (wB97M-V/def2-TZVPD) results for a 2-piece molecular cluster, C4H16N6 overall.

The geometry in XYZ format:
```
26
C4H16N6 wB97M-V/def2-TZVPD
C 0.5354 -0.6331 3.2390
C 2.4997 -0.6591 1.7485
N 3.5823 -0.0304 1.2764
N 1.6432 -0.0119 2.5194
N 2.3821 -1.9630 1.5216
H 3.8025 0.9102 1.0029
H 4.1340 -0.6510 0.6908
H 1.6107 0.9897 2.4423
H 1.5260 -2.3850 1.8409
H 3.1695 -2.5278 1.2441
H -0.2120 -1.0839 2.5961
H 0.1247 0.0694 3.9552
H 0.9528 -1.3323 3.9692
C -1.4131 2.4121 -2.2300
C -2.2967 0.1525 -2.1195
N -2.3270 1.3957 -1.6940
N -2.9422 -0.7770 -1.2982
N -1.6583 -0.2222 -3.1996
H -2.8798 1.6303 -0.8856
H -3.7868 -1.1515 -1.7157
H -2.4136 -1.4100 -0.7237
H -1.1625 0.4289 -3.7887
H -1.4572 -1.1900 -3.3992
H -1.2297 2.4071 -3.2980
H -0.4146 2.2635 -1.8027
H -1.7695 3.3687 -1.8915
```

relative energy (zero: lowest compared OMol25 entry of this formula, charge and spin)	65.49	kJ/mol
total charge	+2
energy	-490.022013	a.u.
orbital gap	11.38	eV

These are the natural (NBO) partial charges, in e, on atoms 1 to 2:
1. C -0.458
2. C 0.675

7.
DFT (wB97M-V/def2-TZVPD) results for a 3-piece molecular cluster, C4H16NO2 overall.

The geometry in XYZ format:
```
23
C4H16NO2 wB97M-V/def2-TZVPD
C -2.1334 -1.2993 1.3195
C -0.8026 -0.6085 0.9848
N -0.4501 -0.8208 -0.4587
C -0.2974 -2.1917 -1.0253
C -0.8870 0.9023 1.2456
H -2.8537 -0.7045 0.7370
H -2.4190 -1.2176 2.3600
H -2.2145 -2.2885 0.8980
H 0.0539 -0.9748 1.5540
H -1.0968 -0.3231 -1.0704
H 0.4726 -0.3602 -0.5942
H -0.5936 -2.2164 -2.0682
H 0.7396 -2.5063 -0.9492
H -0.9089 -2.9199 -0.5051
H -1.4827 1.4143 0.4774
H 0.0511 1.4252 1.0384
H -1.1641 0.9464 2.2906
H 1.7342 1.0722 -0.9616
H 3.0182 0.4847 -0.5038
O 2.1027 0.2490 -0.6520
H 1.0249 3.5795 -1.2080
H 2.5878 3.4871 -0.7919
O 1.7977 3.0369 -1.0328
```

relative energy (zero: lowest compared OMol25 entry of this formula, charge and spin)	84.13	kJ/mol
total charge	+1
energy	-366.997452	a.u.
orbital gap	12.63	eV

These are the natural (NBO) partial charges, in e, on atoms 1 to 2:
1. C -0.627
2. C -0.036

8.
DFT (wB97M-V/def2-TZVPD) results for a 3-piece molecular cluster, C4H16NO2 overall.

The geometry in XYZ format:
```
23
C4H16NO2 wB97M-V/def2-TZVPD
C -2.1080 -0.8543 1.6605
C -1.1147 -0.7723 0.4482
N -0.7097 0.6200 0.0286
C -0.5488 1.6300 1.1442
C -1.4959 -1.5862 -0.7638
H -1.4946 -0.7549 2.5597
H -2.8694 -0.0823 1.7630
H -2.4914 -1.8762 1.5995
H -0.1701 -1.0892 0.9060
H -1.2911 1.0336 -0.6973
H 0.2503 0.4746 -0.3607
H 0.5062 1.6281 1.4259
H -1.1606 1.3719 2.0012
H -0.8249 2.6192 0.7862
H -2.4134 -1.0973 -1.1276
H -0.7954 -1.4955 -1.6132
H -1.7010 -2.6375 -0.6242
H 2.3616 0.5301 -1.3029
H 1.5286 0.3886 -2.5165
O 1.4298 0.6136 -1.5786
H 5.4113 -0.1215 -0.9469
H 5.0229 0.9532 -1.7900
O 4.6783 0.5041 -1.0013
```

relative energy (zero: lowest compared OMol25 entry of this formula, charge and spin)	90.22	kJ/mol
total charge	+1
energy	-366.995130	a.u.
orbital gap	12.19	eV

These are the natural (NBO) partial charges, in e, on atoms 1 to 2:
1. C -0.637
2. C -0.031

9.
DFT (wB97M-V/def2-TZVPD) results for a 3-piece molecular cluster, C4H16NO2S2 overall.

The geometry in XYZ format:
```
25
C4H16NO2S2 wB97M-V/def2-TZVPD
N -1.0495 1.4609 1.3628
C 0.0024 0.4172 1.5072
C -0.5472 -0.9818 1.5344
S -0.3766 -1.9254 -0.0082
S 1.6166 -2.1278 -0.2900
C 2.0997 -0.7978 -1.4355
C 1.0184 0.1343 -1.9428
H -0.6255 2.3280 0.9818
H -1.6847 1.2292 0.5916
H -1.5799 1.6529 2.2017
H 0.6452 0.6764 2.3285
H 0.6872 0.5692 0.6799
H -1.6401 -1.0087 1.6649
H -0.1297 -1.5386 2.3737
H 2.8976 -0.2140 -0.9669
H 2.5636 -1.2433 -2.3112
H 0.4340 0.6674 -1.1849
H 0.2946 -0.3064 -2.6347
H 1.4829 0.8867 -2.5551
H 0.2894 4.6316 0.7054
H 0.3963 3.8621 -0.6286
O 0.0315 3.8132 0.2625
H -3.8153 1.9134 -0.7826
H -2.7257 3.0577 -0.8610
O -2.8922 2.1357 -0.6415
```

relative energy (zero: lowest compared OMol25 entry of this formula, charge and spin)	0.00	kJ/mol
total charge	+1
energy	-1163.387036	a.u.
orbital gap	8.82	eV

These are the natural (NBO) partial charges, in e, on atoms 1 to 2:
1. N -0.703
2. C -0.251

10.
DFT (wB97M-V/def2-TZVPD) results for a 4-piece molecular cluster, C4H16NO3 overall.

The geometry in XYZ format:
```
24
C4H16NO3 wB97M-V/def2-TZVPD
C -0.7454 0.4015 1.2558
N 0.4784 -0.2935 0.7531
C 0.4235 -1.7785 0.8803
C -1.1366 -2.0418 1.1243
C -1.8571 -0.7155 1.1451
H -0.6776 0.8601 2.3411
H -1.0312 1.1032 0.3727
H 1.3773 0.1677 1.0283
H 0.4291 -0.1359 -0.3516
H 1.0056 -2.2320 1.8272
H 0.8151 -2.2861 -0.0481
H -1.6828 -2.7412 0.5274
H -1.1401 -2.2449 2.3311
H -2.6750 -0.5698 1.8378
H -2.6591 -0.8178 0.3693
H 4.9462 1.2217 -1.6214
H 4.8713 1.2612 -0.1214
O 4.3341 1.1865 -0.8123
H -3.1700 1.7341 -1.8776
H -3.1183 1.7317 -3.3235
O -2.9024 1.0999 -2.5123
H 2.1493 1.7581 -1.7244
H 0.7111 1.8983 -2.0127
O 1.2546 1.4332 -1.3882
```

relative energy (zero: lowest compared OMol25 entry of this formula, charge and spin)	293.86	kJ/mol
total charge	+1
energy	-442.152677	a.u.
orbital gap	11.26	eV

These are the natural (NBO) partial charges, in e, on atoms 1 to 2:
1. C -0.255
2. N -0.557

11.
DFT (wB97M-V/def2-TZVPD) results for a 4-piece molecular cluster, C4H16NO3 overall.

The geometry in XYZ format:
```
24
C4H16NO3 wB97M-V/def2-TZVPD
C 2.4533 -1.1352 1.7290
C 1.0927 -1.5539 1.2455
C 0.1335 -0.4085 1.1029
C -0.9688 -0.3609 0.3781
N -1.8122 0.8225 0.2256
H 2.6698 -1.1842 2.7831
H 2.7030 -0.0880 1.5532
H 3.2557 -1.7239 1.2808
H 0.5941 -2.2283 1.9547
H 1.0105 -2.2143 0.3721
H 0.2380 0.3671 1.8466
H -1.3044 -1.2053 -0.2120
H -2.7871 0.6017 0.3849
H -1.3995 1.6169 0.7538
H -1.7145 1.1459 -0.7665
H -0.0233 3.5398 2.2940
H 0.3321 3.2226 0.9163
O -0.1775 2.8350 1.6434
H -0.3475 0.5126 -2.5816
H -1.5876 1.3339 -3.1621
O -1.2424 0.8469 -2.4091
H 1.3824 -1.6879 -2.4448
H 0.5548 -2.0199 -3.7303
O 0.4859 -1.7010 -2.8229
```

relative energy (zero: lowest compared OMol25 entry of this formula, charge and spin)	103.30	kJ/mol
total charge	+1
energy	-442.225257	a.u.
orbital gap	10.70	eV

These are the natural (NBO) partial charges, in e, on atoms 1 to 2:
1. C -0.626
2. C -0.465

12.
DFT (wB97M-V/def2-TZVPD) results for an isolated ion of composition C4H16NO3P2 and charge -1.

The geometry in XYZ format:
```
26
C4H16NO3P2 wB97M-V/def2-TZVPD
C -2.9632 0.2198 -0.7851
C -1.9425 -1.0869 -0.9735
O -0.6824 -0.6164 -1.5685
P 0.6035 -0.4986 -0.3999
C 1.9924 -0.3897 0.9623
C 1.3199 -1.1474 2.2937
O 1.6885 -0.3569 3.4815
P 1.2882 1.4513 -1.1862
N 0.2768 2.7895 -0.5741
O 1.0870 1.3674 -2.9328
H -3.1590 0.6113 -1.8870
H -2.3325 1.0175 -0.1709
H -3.9625 -0.0735 -0.2219
H -2.4085 -1.9138 -1.6822
H -1.8443 -1.5621 0.0913
H -0.3117 0.1565 0.5299
H 0.3201 -1.8144 0.1146
H 1.5168 -1.1131 -1.3495
H 2.2277 0.7290 1.2112
H 2.9114 -0.9956 0.5518
H 0.1346 -1.1851 2.2042
H 1.7250 -2.2453 2.2882
H 1.1236 0.4838 3.4844
H -0.7392 2.5530 -0.6582
H 0.5325 3.0661 0.4003
H 1.5979 0.5533 -3.2236
```

total charge	-1
energy	-1125.065783	a.u.
orbital gap	6.48	eV

These are the natural (NBO) partial charges, in e, on atoms 1 to 2:
1. C -0.663
2. C -0.071